Record 1
Formula: C4H12
Source: the OMol25 dataset
Level of theory: ωB97M-V/def2-TZVPD

XYZ file:
```
16
Properties=species:S:1:pos:R:3:mulliken_charge:R:1
C 0.664 -1.541 -1.156 -0.818
C 0.024 -0.852 -2.306 -0.743
H 1.542 -0.969 -0.778 0.206
H -0.059 -1.698 -0.323 0.222
H 1.049 -2.484 -1.541 0.328
H -1.093 -0.569 -2.114 0.217
H 0.152 -1.584 -3.156 0.280
H 0.543 -0.022 -2.725 0.283
C 0.088 1.333 1.130 -0.374
C -0.800 1.030 2.393 -0.887
H 1.113 1.746 1.427 0.277
H 0.411 0.562 0.505 -0.157
H -0.346 2.106 0.443 0.269
H -0.471 0.249 2.948 0.351
H -0.854 1.986 2.897 0.296
H -1.835 0.861 2.051 0.250
```

Output
F_max (hartree/bohr): 0.09689
E_LUMO (eV): 1.115
Calculated total energy (hartree): -159.5514
HOMO level (eV): -11.32

***

Record 2
Formula: C4H12
Source: the OMol25 dataset
Level of theory: ωB97M-V/def2-TZVPD

XYZ file:
```
16
Properties=species:S:1:pos:R:3:mulliken_charge:R:1
C 2.306 -0.827 1.307 -0.849
C 1.537 -1.326 0.089 -0.412
H 2.628 -1.639 1.953 0.260
H 3.171 -0.214 1.029 0.270
H 1.763 -0.113 1.938 0.293
H 1.000 -2.229 0.405 0.269
H 0.680 -0.841 -0.358 -0.105
H 2.285 -1.668 -0.617 0.295
C -2.013 1.817 -0.989 -0.817
C -1.822 0.370 -0.438 -0.726
H -1.444 1.915 -1.914 0.272
H -3.060 2.064 -1.097 0.287
H -1.486 2.494 -0.315 0.236
H -1.084 -0.254 -0.920 0.144
H -2.794 -0.091 -0.296 0.335
H -1.448 0.460 0.588 0.247
```

Output
F_max (hartree/bohr): 0.03937
E_LUMO (eV): 1.139
Calculated total energy (hartree): -159.5611
HOMO level (eV): -11.55

***

Energy above the lowest of the compared OMol25 structures with the same formula, charge and spin
In order: 21.0 15.0
Unit: kcal/mol
Orbital gap
In order: 0.4569 0.4664
Unit: Ha